A molecular structure, C46H42Cl2GeIN2O2Se4TeV. Source: OMol25; level of theory: ωB97M-V with the def2-TZVPD basis set.

The geometry in XYZ format:
```
102
Properties=species:S:1:pos:R:3:lowdin_charge:R:1
V -1.622 -2.273 1.202 0.15
Cl -3.187 1.082 -2.191 0.75
C -4.087 0.379 -0.880 -0.58
C -5.440 0.719 -0.737 -0.14
C -6.181 0.205 0.287 -0.60
Cl -7.858 0.674 0.450 0.63
C -5.616 -0.715 1.202 -0.18
C -6.300 -1.343 2.267 -0.03
C -5.653 -2.270 3.027 -0.04
C -4.315 -2.597 2.739 -0.17
N -3.651 -1.999 1.783 -0.02
C -4.265 -1.054 1.021 -0.16
C -3.433 -0.462 0.009 -0.42
O -2.180 -0.789 -0.049 -0.28
H -5.888 1.394 -1.453 0.10
H -7.337 -1.096 2.450 0.09
H -6.152 -2.783 3.838 0.11
H -3.772 -3.347 3.297 0.06
Se -2.937 -2.733 -2.612 -0.02
Se -5.060 -2.659 -3.174 -0.04
Se -5.106 -4.456 -0.079 -0.08
Se -2.908 -4.037 -0.515 -0.12
C 6.766 3.555 -0.446 -0.06
C 5.375 2.987 -0.350 -0.28
C 5.101 1.691 -0.764 -0.03
C 3.823 1.139 -0.685 -0.29
C 3.645 -0.288 -1.135 -0.08
C 2.774 1.921 -0.172 -0.38
Te 0.809 1.090 -0.058 1.48
N -1.008 -1.363 2.519 -0.06
C -1.473 -0.632 3.549 -0.55
O -2.294 -1.011 4.378 0.04
C -0.956 0.781 3.631 -0.16
C 0.404 1.037 3.759 -0.05
C 0.858 2.337 3.925 -0.10
C -0.044 3.393 3.937 -0.12
C -1.402 3.141 3.789 -0.11
C -1.858 1.839 3.646 -0.03
C -0.088 2.394 -1.485 -0.40
C 0.094 2.153 -2.855 -0.31
C 0.905 1.000 -3.376 -0.08
C -0.509 3.001 -3.779 -0.04
C -1.306 4.068 -3.388 -0.29
C -1.971 4.957 -4.405 -0.06
C -1.521 4.255 -2.033 -0.05
C -0.948 3.426 -1.071 -0.33
C -1.384 3.648 0.356 -0.09
C 3.040 3.226 0.272 -0.29
C 1.974 4.130 0.832 -0.08
C 4.331 3.737 0.170 -0.03
H 7.451 2.834 -0.891 0.07
H 7.154 3.821 0.540 0.07
H 6.784 4.460 -1.057 0.07
H 5.907 1.077 -1.154 0.11
H 4.616 -0.743 -1.335 0.08
H 3.037 -0.363 -2.037 0.06
H 3.143 -0.893 -0.384 0.04
H 1.104 0.209 3.723 0.11
H 1.921 2.528 4.030 0.10
H 0.311 4.411 4.047 0.09
H -2.108 3.964 3.780 0.10
H -2.916 1.626 3.551 0.12
H 0.668 0.073 -2.852 0.04
H 1.974 1.186 -3.246 0.07
H 0.713 0.859 -4.441 0.07
H -0.366 2.806 -4.838 0.11
H -1.641 4.714 -5.415 0.07
H -1.746 6.010 -4.219 0.07
H -3.057 4.843 -4.373 0.08
H -2.191 5.045 -1.705 0.12
H -2.466 3.800 0.378 0.09
H -0.918 4.534 0.793 0.08
H -1.155 2.803 0.998 0.01
H 1.143 3.563 1.242 0.01
H 1.574 4.784 0.050 0.09
H 2.385 4.764 1.622 0.08
H 4.519 4.751 0.515 0.11
Ge 0.373 -2.980 -0.321 0.77
C 0.463 -4.613 -1.440 -0.39
C 0.111 -5.880 -0.968 -0.15
C 0.197 -7.000 -1.785 -0.10
C 0.630 -6.878 -3.100 -0.12
C 0.980 -5.628 -3.589 -0.11
C 0.895 -4.512 -2.763 -0.14
C 2.049 -3.078 0.751 -0.36
C 2.260 -2.194 1.811 -0.15
C 3.451 -2.189 2.526 -0.10
C 4.457 -3.094 2.210 -0.12
C 4.255 -4.001 1.178 -0.11
C 3.064 -3.990 0.458 -0.11
H 0.767 -1.937 -1.423 -0.06
H -0.243 -5.986 0.050 0.02
H -0.093 -7.970 -1.397 0.09
H 0.684 -7.752 -3.741 0.09
H 1.312 -5.517 -4.616 0.09
H 1.166 -3.538 -3.159 0.08
H 1.466 -1.508 2.092 0.05
H 3.589 -1.483 3.338 0.09
H 5.384 -3.101 2.772 0.09
H 5.026 -4.723 0.929 0.09
H 2.930 -4.699 -0.352 0.09
I -1.199 -4.672 2.577 0.20
```

Output
charge = -2
LUMO level (alpha / beta) = 3.4936 / 3.4675 eV
spin multiplicity = 3
strongest force on any atom = 0.016 hartree/bohr
frontier orbital gap (alpha / beta) = 5.33 / 5.40 eV
energy = -439492.954 eV


A molecular structure, C46H42GdN4O5PS in a non-equilibrium geometry. Source: OMol25; level of theory: ωB97M-V with the def2-TZVPD basis set.

The geometry in XYZ format:
```
100
Properties=species:S:1:pos:R:3:lowdin_charge:R:1
Gd -0.203 -1.226 0.303 1.41
O 1.899 -0.748 0.859 -0.29
C 2.258 0.131 1.751 -0.34
C 3.215 -0.199 2.738 -0.01
C 3.620 0.708 3.682 -0.07
C 3.137 2.020 3.670 -0.10
C 2.252 2.393 2.694 -0.06
C 1.768 1.476 1.745 -0.14
C 0.801 1.944 0.809 -0.11
N 0.144 1.212 -0.017 -0.07
C -0.761 1.876 -0.932 -0.21
C -0.847 1.023 -2.203 -0.22
N -1.364 -0.278 -1.843 -0.05
C -2.353 -0.732 -2.530 -0.11
C -2.970 -2.002 -2.363 -0.16
C -3.951 -2.397 -3.293 -0.06
C -4.502 -3.650 -3.269 -0.11
C -4.083 -4.559 -2.288 -0.09
C -3.165 -4.198 -1.340 -0.01
C -2.586 -2.899 -1.309 -0.35
O -1.786 -2.554 -0.367 -0.23
H 3.618 -1.203 2.722 0.12
H 4.346 0.416 4.427 0.10
H 3.472 2.729 4.414 0.10
H 1.884 3.410 2.656 0.11
H 0.630 3.030 0.820 0.13
H -0.427 2.896 -1.174 0.12
H -1.766 1.937 -0.484 0.11
H 0.169 0.896 -2.603 0.10
H -1.465 1.529 -2.962 0.12
H -2.759 -0.126 -3.353 0.13
H -4.258 -1.683 -4.046 0.11
H -5.243 -3.944 -3.999 0.09
H -4.502 -5.557 -2.271 0.10
H -2.851 -4.896 -0.576 0.12
O -0.217 -3.119 1.849 0.01
C -0.741 -2.200 2.494 -0.67
O -0.271 -1.014 2.478 -0.24
C -2.051 -2.302 3.198 -0.13
C -2.470 -3.395 3.936 0.00
C -3.715 -3.363 4.542 -0.07
C -4.546 -2.265 4.368 -0.07
C -4.129 -1.175 3.620 -0.05
C -2.862 -1.167 3.045 -0.24
P -2.202 0.191 1.993 1.12
C -1.557 1.392 3.223 -0.31
C -1.562 2.753 2.928 -0.12
C -0.922 3.658 3.756 -0.09
C -0.229 3.214 4.868 -0.09
C -0.230 1.864 5.179 -0.07
C -0.903 0.963 4.375 -0.06
C -3.815 0.935 1.498 -0.36
C -4.294 0.407 0.300 -0.10
C -5.520 0.794 -0.207 -0.07
C -6.274 1.730 0.485 -0.09
C -5.797 2.277 1.666 -0.08
C -4.570 1.884 2.174 -0.10
H -1.815 -4.246 4.043 0.12
H -4.042 -4.194 5.148 0.10
H -5.529 -2.261 4.821 0.11
H -4.790 -0.329 3.493 0.10
H -2.078 3.109 2.047 0.10
H -0.956 4.714 3.530 0.10
H 0.313 3.915 5.487 0.10
H 0.305 1.511 6.049 0.11
H -0.905 -0.087 4.631 0.11
H -3.683 -0.322 -0.223 0.08
H -5.883 0.370 -1.134 0.11
H -7.236 2.038 0.102 0.10
H -6.386 3.011 2.198 0.10
H -4.200 2.305 3.097 0.11
C 2.381 0.908 -5.076 -0.10
C 1.794 -0.497 -4.995 -0.25
C 2.841 -1.545 -4.606 -0.22
N 3.518 -1.208 -3.374 0.02
C 2.967 -1.365 -2.167 -0.72
S 1.476 -2.125 -2.002 0.75
N 3.642 -0.975 -1.052 0.12
C 4.796 -0.261 -0.813 -0.39
O 5.155 -0.094 0.328 0.14
C 5.587 0.353 -1.929 -0.17
C 5.487 1.730 -2.112 -0.02
C 6.337 2.381 -2.988 -0.07
C 7.301 1.665 -3.679 -0.08
C 7.394 0.292 -3.517 -0.07
C 6.546 -0.366 -2.640 -0.04
H 1.667 1.584 -5.537 0.07
H 3.291 0.905 -5.671 0.07
H 2.615 1.290 -4.086 0.06
H 1.377 -0.775 -5.965 0.11
H 0.992 -0.526 -4.258 0.06
H 3.599 -1.634 -5.386 0.12
H 2.349 -2.512 -4.469 0.09
H 4.400 -0.713 -3.434 0.11
H 3.091 -1.106 -0.156 0.10
H 4.755 2.286 -1.545 0.12
H 6.260 3.452 -3.113 0.11
H 7.985 2.178 -4.339 0.10
H 8.143 -0.270 -4.058 0.11
H 6.649 -1.431 -2.488 0.13
```

Output
LUMO level (alpha / beta) = 0.4319 / -2.6099 eV
spin multiplicity = 8
strongest force on any atom = 0.060 hartree/bohr
frontier orbital gap (alpha / beta) = 7.87 / 4.78 eV
energy = -105544.812 eV


Number 1: M 1419.66 u. Number 2: M 951.16 u.